This record from OMol25 describes a structure of composition C27H24BrErN3OSe in a non-equilibrium geometry. The level of theory is the ωB97M-V functional and the def2-TZVPD basis.

Structure (ORCA input):
```
! wB97M-V def2-TZVPD RIJCOSX def2/J DEFGRID3
* xyz 1 4
Er 0.4344 0.6563 0.2292
Br 4.7283 -3.8086 -4.3473
Se 4.3186 0.7864 0.6995
O 1.5160 0.3818 -1.5066
N 0.5067 -1.7120 0.1260
N -0.5049 -0.3515 2.2359
N 1.6983 1.7958 1.6029
C -1.7250 -1.5638 4.4096
C -2.4394 1.1067 0.3303
C 1.3399 -2.3615 -0.6292
C -0.8711 0.3522 3.2834
C -3.0286 -1.1658 -0.6070
C -0.4327 4.0844 -1.0628
C -1.6363 0.5460 -1.8433
C 3.0016 -0.2078 -3.2394
C -1.3233 -2.3547 3.3082
C -0.4334 -3.7975 1.0907
C -1.8182 2.3521 0.2425
C 2.9058 -2.8613 -2.3976
C 1.0783 3.9557 -1.2727
C -0.2019 -2.4497 1.1294
C -1.0956 2.7267 -0.8983
C 2.7810 1.4269 1.2799
C 2.1914 -0.5440 -2.1501
C -2.3547 0.1723 -0.7036
C -1.4897 -0.2194 4.4095
C -0.6878 -1.7032 2.2375
C -1.0292 1.7914 -1.9391
C 3.6950 -2.5110 -3.4614
C 2.1339 -1.8890 -1.7294
C -1.5245 -3.7553 3.2455
C -1.0994 -4.4512 2.1539
C 3.7386 -1.1773 -3.8826
C -0.7381 5.0510 0.0714
H -3.1646 -1.4668 0.4319
H -2.9917 0.8517 1.2263
H -0.4623 2.0346 -2.8283
H 1.4963 4.9208 -1.5567
H -0.3077 4.7036 1.0150
H -0.1277 -4.3853 0.2360
H -0.2929 6.0221 -0.1418
H -0.6676 1.4174 3.2476
H -0.8612 4.4905 -1.9859
H -1.2622 -5.5181 2.0888
H -2.4492 -1.9368 -1.1147
H -1.9023 3.0411 1.0728
H 1.5796 3.6425 -0.3528
H -1.7640 0.4075 5.2452
H 4.3691 -0.9028 -4.7180
H 1.3362 3.2358 -2.0507
H -1.8085 5.2056 0.2152
H -4.0134 -1.1271 -1.0757
H 2.8731 -3.8913 -2.0652
H -1.5353 -0.1563 -2.6622
H 3.0541 0.8280 -3.5446
H -2.0201 -4.2563 4.0669
H 1.4974 -3.4188 -0.4154
H -2.2095 -2.0428 5.2518
*
```

Values from the calculation:
* ⟨S²⟩: 3.7528
* LUMO (spin up / spin down): -3.68 / -3.69 eV
* electronic energy: -7273.25933 Eh
* HOMO-LUMO gap (spin up / spin down): 7.04 / 7.04 eV
* highest occupied orbital energy (spin up / spin down): -10.72 / -10.73 eV
* energy above the lowest of the compared OMol25 structures with the same formula, charge and spin: 5.9 kcal per mole

Calculated atomic charges, method natural (NBO), unit e: 1.89, 0.09, -0.04, -0.86, -0.61, -0.55, -0.77, -0.08, -0.24, 0.25, 0.10, -0.64, -0.25, -0.21, -0.28, -0.10, -0.21, -0.21, -0.14, -0.61, 0.11, -0.06, 0.11, 0.49, -0.01, -0.26, 0.22, -0.15, -0.15, -0.25, -0.18, -0.18, -0.15, -0.61, 0.23, 0.24, 0.25, 0.24, 0.21, 0.23, 0.24, 0.22, 0.23, 0.24, 0.23, 0.25, 0.22, 0.25, 0.24, 0.22, 0.22, 0.25, 0.23, 0.25, 0.23, 0.23, 0.19, 0.24